Below is a molecular structure, C4H12BN, with properties calculated with wB97M-V/def2-TZVPD.

Summary:
LUMO energy: 0.022 Ha
total energy: -6508.053 eV
max |F|: 4.33 eV Å⁻¹
HOMO-LUMO gap: 9.023 eV
ΔE to the lowest compared entry with this formula, charge and spin: 1.903 eV

CARTESIAN COORDINATES (ANGSTROEM)
1 B 0.2339 0.2323 -0.1363
2 C -2.8557 -0.0435 -0.2767
3 C 2.8253 -0.4176 0.4387
4 C -1.6133 -0.3153 0.6364
5 C 1.4532 -0.8571 -0.1838
6 N 0.1868 1.6053 -0.5212
7 H -2.8549 -0.7010 -1.0727
8 H -3.9291 0.0564 0.0350
9 H -2.6855 0.8879 -0.7916
10 H 2.6127 -0.3793 1.4931
11 H 3.5749 -1.0589 0.2779
12 H 3.1948 0.5650 0.1486
13 H -1.6524 0.2232 1.5558
14 H -1.3056 -1.4393 0.7305
15 H 1.4457 -1.0576 -1.2413
16 H 1.0559 -1.6801 0.2568
17 H -0.5226 2.2690 -0.1958
18 H 0.8360 2.1106 -1.1536